1 | Entry from OMol25: the ion C2H12NSi2 with charge +1 (the ωB97M-V functional and the def2-TZVPD basis).

Values from the calculation:
Structure (SMILES): C[N+](C)([SiH3])[SiH3]
LUMO level: -3.64 eV
Frontier orbital gap: 12.5 eV
Highest occupied orbital energy: -16.12 eV

Structure (ORCA input):
```
! wB97M-V def2-TZVPD RIJCOSX def2/J DEFGRID3
* xyz 1 1
C 0.10188 1.03681 1.23039
N 0.05710 0.04794 0.06374
C -0.05514 0.86950 -1.15788
Si -1.63257 -0.95396 0.03062
Si 1.56344 -0.88571 0.03107
H -0.41902 0.41740 2.00669
H 1.19846 1.13836 1.40149
H -0.43961 1.91481 0.81210
H 0.03504 0.24579 -2.04970
H -1.18198 1.27218 -1.14716
H 0.75122 1.68061 -1.14419
H -1.34636 -2.19648 0.69356
H -2.43885 0.11061 0.64213
H -1.95375 -1.42734 -1.44722
H 2.48023 0.27235 -0.05885
H 1.80823 -1.79946 -1.24237
H 1.47169 -1.74340 1.33556
*
```

=====

2 | Entry from OMol25: a cluster of 2 separate species, C2H12NSi2 in total (the ωB97M-V functional and the def2-TZVPD basis).

Values from the calculation:
LUMO level: -3.78 eV
Frontier orbital gap: 10.4 eV
Highest occupied orbital energy: -14.23 eV

Structure (ORCA input):
```
! wB97M-V def2-TZVPD RIJCOSX def2/J DEFGRID3
* xyz 1 1
C 1.61453 -0.62839 1.54665
C 0.32766 -0.53739 1.78125
N 0.72020 -0.27673 -1.29884
Si -0.83752 0.96998 1.89094
Si -0.88415 -0.37975 -2.33736
H 2.06753 -1.54175 1.38087
H 2.21385 0.29830 1.32013
H -0.27839 -1.45867 1.97969
H 0.98863 0.63111 -0.87511
H 1.57338 -0.38197 -1.86915
H 0.76693 -0.87507 -0.41239
H -1.85103 1.23240 2.93152
H 0.20229 2.08938 1.51764
H -1.60505 0.55769 0.61692
H -1.63256 -0.72874 -1.12730
H -1.02156 1.02785 -2.82765
H -0.81848 -1.23307 -3.46926
*
```

=====

Last place for stability: 2

=====

1 | Entry from OMol25: a cluster of 4 separate species, C4H17N2O2 in total (the ωB97M-V functional and the def2-TZVPD basis).

Values from the calculation:
LUMO level: -9.27 eV
Frontier orbital gap: 4.7 eV
Highest occupied orbital energy: -13.92 eV

Structure (ORCA input):
```
! wB97M-V def2-TZVPD RIJCOSX def2/J DEFGRID3
* xyz 1 1
C 2.02458 0.52227 0.83979
N 2.12598 0.75550 -0.62492
C 0.55349 0.38612 1.17499
N -0.01074 -1.01731 1.12631
C -1.48795 -0.99576 1.37202
C -2.27886 -0.45078 0.24875
H 2.55397 1.20730 1.52734
H 2.40946 -0.56213 1.07138
H 3.11007 0.68966 -0.91914
H 1.63787 -0.10815 -1.07144
H 0.09780 0.86538 0.28710
H 0.14642 0.83380 2.11068
H 0.18733 -1.39269 0.07478
H -2.91414 2.46750 -0.22154
H -1.75617 -2.16501 1.45133
H -1.69286 -0.42278 2.40883
H -2.10290 0.63653 0.12755
H -3.38477 -0.62165 0.44518
H -1.92612 -0.90356 -0.69786
H -3.59218 2.56926 -0.03133
H -0.72934 2.16737 -2.13460
O -0.65095 1.35303 -1.69500
H -0.16056 0.80631 -2.33105
H 0.36860 -1.99951 -1.88813
O 0.66010 -1.22879 -1.49651
*
```

=====

2 | Entry from OMol25: a structure of composition C4H17N2O2 (the ωB97M-V functional and the def2-TZVPD basis).

Values from the calculation:
LUMO level: -8.92 eV
Frontier orbital gap: 4.8 eV
Highest occupied orbital energy: -13.77 eV

Structure (ORCA input):
```
! wB97M-V def2-TZVPD RIJCOSX def2/J DEFGRID3
* xyz 1 1
C 2.66358 -1.22111 0.72843
C 1.51128 -0.76080 -0.21370
C 1.64661 0.59127 -0.76277
C 0.41522 1.43475 -0.89764
N -0.10552 1.90287 0.37450
N 0.08451 -1.00520 0.08561
H 3.51407 -0.54952 0.69608
H 2.32981 -1.29950 1.79225
H 2.99345 -2.21550 0.44104
H 1.72578 -1.39766 -1.11157
H 1.95483 0.50428 -1.82690
H 2.49496 1.11723 -0.29115
H 0.86230 2.32770 -1.32849
H -0.35409 1.07368 -1.57192
H 0.70414 1.93544 1.01115
H -0.79834 1.33361 0.77878
H -0.03233 -1.90756 0.38406
H 0.80571 -0.35535 0.89628
H 1.57863 0.83053 1.78372
H -1.78339 -0.69083 -0.56932
H -3.19029 -0.12936 -0.71511
O -2.30668 0.01548 -0.86903
H -5.75760 0.14183 0.77226
H -5.78128 -1.15798 0.02328
O -5.17535 -0.51829 0.39017
*
```

=====

Last place for stability: 2

=====

1 | Entry from OMol25: a cluster of 11 separate species, C36H72O23S4 in total (the ωB97M-V functional and the def2-TZVPD basis).

Values from the calculation:
Structure (SMILES): O=S1(=O)OCCO1.O=S1(=O)OCCO1.O=S1(=O)OCCO1.O=S1(=O)OCCO1.C1CCOC1.C1CCOC1.C1CCOC1.C1CCOC1.C1CCOC1.C1CCOC1.C1CCOC1
LUMO level: -0.12 eV
Frontier orbital gap: 9.0 eV
Highest occupied orbital energy: -9.16 eV

Structure (ORCA input):
```
! wB97M-V def2-TZVPD RIJCOSX def2/J DEFGRID3
* xyz 0 1
O 2.83340 4.19410 1.17983
S 3.79500 3.41330 1.85750
O 4.29432 3.78902 3.12584
O 3.32484 1.89374 1.91140
C 4.49238 1.05154 1.72793
C 5.21704 1.77467 0.59813
O 5.02019 3.16691 0.85474
H 5.05382 1.01423 2.65761
H 4.19429 0.04972 1.44177
H 4.79288 1.46191 -0.35822
H 6.28750 1.58184 0.59186
O 3.09370 1.57891 -2.39262
S 3.37091 2.83580 -2.98742
O 2.67186 3.98326 -2.56824
O 4.91913 3.13580 -2.90976
C 5.59010 2.36319 -3.92032
C 4.61482 2.37985 -5.11333
O 3.33284 2.71688 -4.57518
H 6.53788 2.86248 -4.08282
H 5.73706 1.34507 -3.55572
H 4.58319 1.39460 -5.57199
H 4.88650 3.16372 -5.81578
O -1.95903 -0.35747 1.21962
S -0.58198 -0.05390 1.33047
O 0.25041 -0.85593 2.13799
O 0.00387 0.10886 -0.14441
C 0.76411 1.31488 -0.31269
C 0.17844 2.28333 0.72130
O -0.41972 1.47148 1.73642
H 1.79552 1.08980 -0.05836
H 0.59589 1.75694 -1.28778
H -0.55469 2.99659 0.34771
H 1.00203 2.82511 1.17384
O -6.45592 -3.57240 1.53306
S -7.28269 -2.56023 2.09392
O -8.41009 -2.92260 2.85408
O -6.35625 -1.56812 2.92950
C -5.80706 -0.55822 2.09036
C -6.66116 -0.52987 0.80287
O -7.69942 -1.51197 0.99384
H -5.88300 0.38100 2.64014
H -4.74471 -0.70275 1.88578
H -6.08548 -0.85505 -0.06106
H -7.11876 0.44018 0.64321
C -2.92032 3.65260 3.03945
C -1.97164 4.83816 2.98454
C -2.79741 5.80161 2.12932
O -4.14658 5.57494 2.43718
C -4.28974 4.30528 3.09975
H -2.73765 2.95334 3.85947
H -2.84969 2.98376 2.17410
H -0.99492 4.58533 2.56976
H -1.77078 5.19873 3.99621
H -2.55552 5.59714 1.07479
H -2.50281 6.83857 2.30115
H -5.08785 3.71831 2.64613
H -4.57118 4.52316 4.13493
C -0.78546 -3.83619 -2.55373
C -1.23721 -2.42051 -2.17365
C -2.74971 -2.59998 -1.90774
O -3.08748 -3.96156 -2.20035
C -2.07998 -4.47458 -3.04720
H -0.42598 -4.37703 -1.67624
H -0.01107 -3.85028 -3.32070
H -1.09398 -1.74273 -3.01553
H -0.76087 -2.01688 -1.28512
H -3.33916 -1.95487 -2.56591
H -3.07753 -2.41394 -0.88609
H -2.28811 -4.16981 -4.08366
H -2.03019 -5.56039 -2.99324
C -0.94651 -3.26890 4.04582
C -2.00057 -3.75553 3.04622
C -3.29872 -3.19324 3.61942
O -2.92062 -1.90682 4.12328
C -1.63272 -2.03717 4.68470
H -0.06915 -2.90021 3.51317
H -0.64844 -4.00611 4.78520
H -2.05521 -4.84567 2.99750
H -1.88409 -3.38754 2.02840
H -3.69876 -3.78186 4.45105
H -4.03853 -3.03150 2.83967
H -1.64130 -2.16607 5.77931
H -1.09003 -1.10210 4.53251
C -3.59533 2.30151 -2.49195
C -3.87654 2.90741 -1.10827
C -3.89374 1.68933 -0.16917
O -3.96767 0.54014 -0.98718
C -3.33801 0.80804 -2.21290
H -2.76328 2.78905 -2.99901
H -4.46652 2.39854 -3.14097
H -4.77988 3.51101 -1.05767
H -3.06100 3.57995 -0.82879
H -4.71133 1.74510 0.55338
H -2.98239 1.61857 0.43259
H -3.77982 0.20251 -3.00102
H -2.26041 0.59376 -2.16268
C 0.38814 1.00958 -5.83534
C 1.09778 0.10630 -4.82359
C 0.93765 -1.27114 -5.49584
O 0.71919 -1.00535 -6.88872
C 0.89984 0.38970 -7.11108
H 0.56420 2.07671 -5.70618
H -0.68827 0.82635 -5.74800
H 0.65224 0.24085 -3.83917
H 2.15454 0.37766 -4.81689
H 0.03051 -1.77759 -5.16926
H 1.84833 -1.84420 -5.31560
H 0.48092 0.68461 -8.06867
H 1.99094 0.54964 -7.17581
C 3.05268 -2.77937 5.03642
C 4.44789 -2.57109 5.63010
C 4.61231 -1.07761 5.36617
O 4.19239 -0.97083 4.01023
C 3.01474 -1.77403 3.87846
H 2.35043 -2.46085 5.81125
H 2.80212 -3.81690 4.82277
H 5.24393 -3.09507 5.10180
H 4.49363 -2.83996 6.68611
H 5.64797 -0.74911 5.44391
H 3.98163 -0.42848 5.98415
H 2.95374 -2.16263 2.86089
H 2.12241 -1.14070 3.96800
C 2.83898 -2.02422 -2.38722
C 4.36285 -2.16660 -2.56712
C 4.94118 -1.96232 -1.14441
O 3.86760 -1.45107 -0.38036
C 2.67356 -2.03485 -0.87507
H 2.31921 -2.88123 -2.81547
H 2.45435 -1.11788 -2.84626
H 4.78327 -1.36033 -3.17342
H 4.63641 -3.09557 -3.06237
H 5.74091 -1.21931 -1.12639
H 5.35755 -2.86964 -0.68882
H 1.81894 -1.52192 -0.43951
H 2.56269 -3.05616 -0.47492
*
```

=====

2 | Entry from OMol25: a structure of composition C36H72O23S4 (the ωB97M-V functional and the def2-TZVPD basis).

Values from the calculation:
LUMO level: 0.20 eV
Frontier orbital gap: 9.5 eV
Highest occupied orbital energy: -9.26 eV

Structure (ORCA input):
```
! wB97M-V def2-TZVPD RIJCOSX def2/J DEFGRID3
* xyz 0 1
C -0.47750 -0.40410 5.25461
C -1.62973 -1.32489 4.93677
O -0.90202 -2.54082 4.61940
S 0.49494 -2.66824 5.43969
O 1.58171 -2.60093 4.51154
O 0.47556 -3.74385 6.36940
O 0.28925 -1.23186 6.15667
H -0.69536 0.41473 5.93997
H 0.04675 0.01503 4.39756
H -2.13772 -1.01926 4.02663
H -2.25981 -1.50452 5.80236
C 6.74562 -2.47585 1.78188
C 6.88992 -1.10367 1.09934
O 5.68113 -0.38260 1.33198
S 4.66690 -1.24312 2.26120
O 3.34049 -1.18062 1.76211
O 4.91265 -0.94911 3.62646
O 5.34022 -2.64763 1.84234
H 7.17902 -2.43668 2.78106
H 7.25137 -3.22066 1.17596
H 6.97434 -1.18029 0.01526
H 7.76874 -0.57933 1.47301
C 0.23543 -1.19391 1.52127
C 0.92994 -0.88081 0.20058
O -0.11719 -0.37641 -0.66460
S -1.14601 0.44619 0.22259
O -2.43945 0.50447 -0.37417
O -0.59223 1.67352 0.70532
O -1.10857 -0.65386 1.41454
H 0.67063 -0.72082 2.39767
H 0.19006 -2.25816 1.73865
H 1.37047 -1.67807 -0.39050
H 1.63440 -0.05723 0.30624
C -5.52285 1.02618 0.24859
C -7.03750 1.00149 0.53008
O -7.50947 2.37715 0.30397
S -6.27414 3.31512 -0.13304
O -6.27042 4.53255 0.59000
O -6.11743 3.23959 -1.54494
O -5.18484 2.35438 0.59310
H -5.33108 0.88738 -0.81597
H -5.06901 0.25627 0.86485
H -7.33063 0.74182 1.54377
H -7.64112 0.47374 -0.20769
C 3.17673 -6.53130 0.51836
C 3.12256 -4.99605 0.40314
C 2.21234 -4.56592 1.57167
O 1.40425 -5.70027 1.86834
C 2.11921 -6.88968 1.56498
H 4.14156 -6.96318 0.78422
H 2.90870 -7.00933 -0.42573
H 2.64305 -4.76797 -0.54690
H 4.12184 -4.57542 0.48239
H 1.53355 -3.78393 1.24546
H 2.81607 -4.32913 2.45104
H 1.41642 -7.65523 1.23697
H 2.56239 -7.23978 2.50592
C 1.66587 -4.02104 -4.67388
C 0.25538 -3.93212 -4.08290
C 0.37352 -2.76526 -3.08358
O 1.72160 -2.30805 -3.19211
C 2.54462 -3.40078 -3.60775
H 1.73086 -3.41490 -5.57963
H 1.88788 -5.04988 -4.96488
H 0.10879 -4.88318 -3.56235
H -0.50298 -3.86814 -4.85903
H 0.18973 -3.05438 -2.04588
H -0.21608 -1.91714 -3.43067
H 2.79550 -4.02902 -2.74468
H 3.48560 -3.04009 -4.01944
C -3.31903 -0.96337 -3.18234
C -3.18401 -1.99692 -4.28709
C -4.30705 -2.98445 -3.95366
O -4.26861 -3.04755 -2.54281
C -3.86389 -1.78842 -2.00690
H -4.01582 -0.17241 -3.47463
H -2.38982 -0.45013 -2.94206
H -2.18905 -2.43964 -4.30067
H -3.32620 -1.61774 -5.30431
H -4.07629 -3.97693 -4.33890
H -5.24771 -2.60014 -4.36377
H -3.05013 -1.94975 -1.29726
H -4.68153 -1.30189 -1.47293
C 3.16953 1.37240 -2.40132
C 4.07126 0.09791 -2.29716
C 4.64375 -0.12208 -3.69864
O 3.71992 0.48256 -4.58478
C 3.05721 1.56519 -3.89313
H 3.71290 2.14491 -1.85699
H 2.30200 1.08330 -1.81236
H 3.43530 -0.76177 -2.07036
H 4.81578 0.12138 -1.49932
H 4.76180 -1.17120 -3.97435
H 5.65479 0.30387 -3.79319
H 2.03916 1.44214 -4.24982
H 3.48827 2.51452 -4.21389
C -2.00001 3.40775 -2.76407
C -1.06994 4.52071 -2.24626
C 0.31734 3.91475 -2.32975
O 0.29644 2.89534 -3.31483
C -1.04321 2.45376 -3.53276
H -2.71921 3.82469 -3.46322
H -2.40566 2.85685 -1.91934
H -1.38111 4.75768 -1.23148
H -1.21029 5.37488 -2.90790
H 0.62257 3.46133 -1.38010
H 1.01736 4.73300 -2.51549
H -1.10470 1.48640 -3.01572
H -1.36022 2.26623 -4.55800
C -3.04803 3.22370 3.11731
C -4.18083 2.26841 3.47188
C -3.93667 2.14554 4.98733
O -2.52470 1.99497 5.05880
C -1.88759 2.62361 3.95005
H -3.24431 4.20795 3.54564
H -2.83571 3.30871 2.05344
H -4.02342 1.29172 3.01176
H -5.14809 2.70493 3.22893
H -4.44157 1.25781 5.36559
H -4.28206 3.05034 5.49396
H -1.29067 1.91052 3.37974
H -1.28442 3.48234 4.25376
C 1.24835 5.46556 0.46866
C -0.11060 5.50223 1.14484
C 0.13938 6.08110 2.54177
O 1.56745 6.17987 2.68599
C 2.08272 6.36392 1.37942
H 1.30602 5.78949 -0.56793
H 1.65869 4.45472 0.51270
H -0.52821 4.50073 1.24578
H -0.79176 6.15045 0.59086
H -0.21223 5.41436 3.33190
H -0.34708 7.03771 2.75546
H 3.13989 6.10091 1.33242
H 1.96912 7.44012 1.18291
*
```

=====

Last place for stability: 2